{
  "formula": "C44H72BrF7NO24PS",
  "method": "ωB97M-V with the def2-TZVPD basis set",
  "symbols": ["C", "C", "C", "Br", "O", "S", "O", "O", "C", "N", "C", "O", "P", "O", "C", "C", "C", "C", "C", "C", "O", "C", "C", "C", "C", "C", "C", "C", "F", "F", "C", "F", "F", "C", "F", "F", "F", "H", "H", "H", "H", "H", "H", "H", "H", "H", "H", "H", "H", "H", "H", "H", "H", "H", "H", "H", "H", "H", "H", "H", "H", "C", "C", "O", "C", "O", "O", "C", "H", "H", "H", "H", "H", "H", "H", "H", "C", "C", "O", "C", "O", "O", "C", "H", "H", "H", "H", "H", "H", "H", "H", "C", "C", "O", "C", "O", "O", "C", "H", "H", "H", "H", "H", "H", "H", "H", "C", "C", "O", "C", "O", "O", "C", "H", "H", "H", "H", "H", "H", "H", "H", "C", "C", "O", "C", "O", "O", "C", "H", "H", "H", "H", "H", "H", "H", "H", "C", "C", "O", "C", "O", "O", "C", "H", "H", "H", "H", "H", "H", "H", "H"],
  "positions_angstrom": [[-3.0265, 4.3110, 1.8017], [-1.7232, 4.1097, 1.9810], [-0.1183, 3.7798, 2.0963], [-0.3079, 2.6095, 3.7705], [0.3585, 4.9474, 2.7064], [1.2460, 6.1169, 2.0126], [2.0685, 6.6431, 3.2115], [0.4948, 7.3681, 1.5848], [2.2737, 5.3030, 0.6927], [3.7322, 5.6790, 1.0229], [3.9543, 6.9565, 0.8719], [3.9546, 8.2184, 0.7438], [2.2292, 6.0645, -1.0440], [1.4627, 7.3817, -1.2281], [2.1684, 3.6570, 0.8108], [3.1420, 2.9893, -0.2520], [4.0629, 3.4835, -1.2387], [2.9562, 3.3559, 2.2251], [4.4020, 2.7423, 2.2889], [5.4765, 3.8250, 2.9231], [4.4339, 1.6677, 3.3288], [0.5932, 3.0955, 0.8016], [-0.2322, 3.4502, -0.5855], [0.2644, 2.7632, -1.9611], [-0.8280, 4.9263, -0.8108], [-0.9146, 5.5743, -2.2762], [-1.8569, 6.9188, -2.1264], [0.5292, 1.4733, 0.8827], [1.2181, 0.7263, -0.1901], [1.3560, 0.8341, 1.9257], [-0.8268, 0.6643, 0.9590], [-1.1563, 0.1567, -0.3882], [-2.0527, 1.2337, 1.3792], [-0.7729, -0.7609, 1.7955], [-0.7780, -0.5927, 3.2106], [-2.0747, -1.3616, 1.4882], [0.1767, -1.6898, 1.2775], [-4.1587, 4.0514, 1.7913], [1.7201, 4.9931, -1.8971], [3.5330, 6.2545, -1.6754], [3.3543, 1.8489, -0.0713], [4.0808, 3.2446, -2.3679], [4.9369, 4.1642, -0.8657], [3.0350, 4.2856, 2.9375], [2.3258, 2.7043, 2.9658], [4.9577, 2.2727, 1.4277], [5.0424, 4.3144, 3.8859], [6.3771, 3.1785, 3.2606], [5.8245, 4.5843, 2.1346], [4.1906, 0.8614, 2.7888], [-1.2364, 2.8465, -0.4170], [1.3794, 2.8171, -2.1961], [-0.2543, 3.1644, -2.9166], [-0.0358, 1.6350, -2.0621], [-1.9783, 4.9552, -0.5647], [-0.4235, 5.7606, -0.1347], [0.0425, 5.9252, -2.7765], [-1.5230, 4.8976, -3.0098], [-1.6692, 7.4401, -1.1195], [-2.9665, 6.5674, -2.2000], [-1.6430, 7.6452, -3.0081], [7.0747, 2.6966, -7.7481], [6.0964, 3.3468, -6.7873], [5.0615, 2.4292, -6.4106], [5.4046, 1.5157, -5.4850], [6.4865, 1.4132, -4.9491], [4.3407, 0.7128, -5.2730], [4.6008, -0.3649, -4.3769], [6.5458, 2.2701, -8.6049], [7.8060, 3.4242, -8.1068], [7.6140, 1.8760, -7.2677], [5.6057, 4.1880, -7.2842], [6.6026, 3.7454, -5.9027], [5.0205, -0.0064, -3.4339], [5.2736, -1.0850, -4.8492], [3.6541, -0.8639, -4.1636], [-3.7789, -2.3808, -0.5838], [-4.5748, -1.4931, -1.5226], [-4.0802, -1.5920, -2.8642], [-4.4567, -2.6914, -3.5418], [-5.1694, -3.5774, -3.1259], [-3.8819, -2.6507, -4.7603], [-4.1256, -3.8117, -5.5521], [-2.7107, -2.1648, -0.6646], [-4.0954, -2.2319, 0.4507], [-3.9087, -3.4372, -0.8336], [-4.4576, -0.4489, -1.2199], [-5.6446, -1.7213, -1.4855], [-5.1943, -4.0267, -5.6251], [-3.5884, -4.6663, -5.1331], [-3.7435, -3.6202, -6.5561], [7.8112, -6.7593, -2.2572], [6.8005, -6.1317, -3.1993], [6.6780, -4.7246, -2.9559], [7.6633, -3.9604, -3.4609], [8.6163, -4.3522, -4.0967], [7.4210, -2.6805, -3.1148], [8.4471, -1.7708, -3.5102], [7.5664, -6.5229, -1.2180], [7.8328, -7.8444, -2.3802], [8.8168, -6.3728, -2.4422], [5.8154, -6.5696, -3.0176], [7.0505, -6.3240, -4.2472], [8.6668, -1.8576, -4.5768], [9.3474, -1.9456, -2.9157], [8.0926, -0.7577, -3.3131], [-9.0816, 0.9562, 2.0387], [-8.6790, 1.5060, 3.3948], [-7.5870, 0.7589, 3.9468], [-6.3737, 1.0441, 3.4415], [-6.1326, 1.8682, 2.5858], [-5.4695, 0.2368, 4.0326], [-4.1486, 0.3758, 3.5126], [-9.2843, -0.1165, 2.1037], [-9.9725, 1.4651, 1.6640], [-8.2799, 1.0840, 1.3066], [-9.5155, 1.4018, 4.0908], [-8.4336, 2.5711, 3.3430], [-3.8209, 1.4183, 3.5285], [-4.1055, -0.0263, 2.4973], [-3.4748, -0.2059, 4.1441], [-6.7772, -2.3125, 4.2004], [-6.6824, -2.9746, 2.8384], [-6.1237, -4.2901, 2.9445], [-6.9657, -5.2446, 3.3786], [-8.1310, -5.0905, 3.6706], [-6.2817, -6.4030, 3.4579], [-7.0384, -7.4840, 3.9982], [-5.8065, -2.3270, 4.7032], [-7.1126, -1.2822, 4.1054], [-7.4787, -2.8433, 4.8499], [-6.0073, -2.3963, 2.2010], [-7.6539, -3.0052, 2.3350], [-7.9814, -7.6167, 3.4627], [-7.2203, -7.3145, 5.0626], [-6.4486, -8.3954, 3.8880], [-0.0828, -3.7548, 3.8611], [0.0119, -4.4145, 2.4977], [0.5782, -5.7270, 2.6043], [-0.2577, -6.6859, 3.0417], [-1.4225, -6.5378, 3.3361], [0.4330, -7.8407, 3.1209], [-0.3169, -8.9252, 3.6645], [0.8898, -3.7651, 4.3612], [-0.4244, -2.7231, 3.7688], [-0.7796, -4.2902, 4.5113], [0.6814, -3.8335, 1.8597], [-0.9606, -4.4500, 1.9967], [-1.2604, -9.0635, 3.1313], [-0.4972, -8.7552, 4.7289], [0.2774, -9.8337, 3.5541]],
  "smiles": "C#C[C@]1(Br)OS(=O)(=O)[C@](N=C=O)([PH2]=O)[C@@](C=C)(C[C@@H](C)O)[C@@]1([C@H](C)CCC)C(F)(F)C(F)(F)C(F)(F)F.CCOC(=O)OC.CCOC(=O)OC.CCOC(=O)OC.CCOC(=O)OC.CCOC(=O)OC.CCOC(=O)OC",
  "orbital_gap_ev": 7.671,
  "fmax_ev_per_a": 9.466,
  "e_homo_ev": -9.10
}

{
  "formula": "C44H72N10O2S",
  "method": "ωB97M-V with the def2-TZVPD basis set",
  "symbols": ["O", "S", "O", "C", "C", "C", "C", "H", "H", "H", "H", "H", "H", "H", "H", "C", "C", "C", "N", "C", "H", "H", "H", "H", "H", "C", "C", "C", "N", "C", "H", "H", "H", "H", "H", "C", "C", "C", "N", "C", "H", "H", "H", "H", "H", "C", "C", "C", "C", "N", "H", "H", "H", "H", "H", "H", "H", "C", "C", "C", "C", "N", "H", "H", "H", "H", "H", "H", "H", "C", "C", "C", "C", "N", "H", "H", "H", "H", "H", "H", "H", "C", "C", "C", "C", "N", "H", "H", "H", "H", "H", "H", "H", "C", "C", "C", "C", "N", "H", "H", "H", "H", "H", "H", "H", "C", "C", "C", "C", "N", "H", "H", "H", "H", "H", "H", "H", "C", "C", "C", "C", "N", "H", "H", "H", "H", "H", "H", "H"],
  "positions_angstrom": [[-6.2247, 2.6529, 0.6490], [-6.0630, 1.8474, -0.5367], [-6.5244, 2.2743, -1.8442], [-4.3432, 1.2262, -0.6957], [-4.3168, -0.2215, -0.2148], [-5.5866, -0.4688, 0.6093], [-6.6954, 0.1595, -0.1859], [-3.7201, 1.9047, -0.1060], [-4.0122, 1.3635, -1.7251], [-4.3140, -0.8403, -1.1144], [-3.3915, -0.4223, 0.3211], [-5.4048, -0.0477, 1.6022], [-5.7048, -1.5389, 0.7859], [-7.6715, 0.2219, 0.2902], [-6.7765, -0.3253, -1.1598], [4.0682, 2.8379, -3.4577], [3.0582, 2.3221, -2.6332], [3.0855, 0.9410, -2.7085], [4.0465, 0.6199, -3.6131], [4.6269, 1.7543, -4.1181], [4.3906, 3.8615, -3.5377], [2.3986, 2.8447, -1.9566], [2.4648, 0.2096, -2.2181], [4.1970, -0.3154, -3.9448], [5.3986, 1.6506, -4.8621], [0.0582, -0.3764, -0.4009], [1.3691, -0.5164, 0.1092], [1.6643, 0.6956, 0.7094], [0.5559, 1.4831, 0.6677], [-0.4317, 0.8472, -0.0201], [-0.4558, -1.1395, -0.9627], [2.0091, -1.3624, -0.0838], [2.5187, 1.0150, 1.2877], [0.5437, 2.4097, 1.0723], [-1.3697, 1.3256, -0.2556], [-3.0810, 2.0619, 2.7863], [-3.7065, 2.5394, 3.9697], [-3.0656, 3.7190, 4.2694], [-2.1847, 4.0084, 3.2633], [-2.2262, 3.0281, 2.3085], [-3.2122, 1.1102, 2.2902], [-4.5490, 2.0932, 4.4672], [-3.3404, 4.4707, 4.9923], [-1.6490, 4.8555, 3.2500], [-1.5241, 2.9444, 1.5004], [3.1419, -2.8676, 2.7829], [2.7136, -4.1708, 3.4641], [2.3935, -5.2480, 2.4431], [1.3758, -4.7063, 1.5083], [0.6522, -4.1357, 0.8269], [2.2997, -2.3693, 2.2994], [3.9481, -3.0302, 2.0750], [3.4167, -2.1259, 3.5348], [1.9425, -3.9437, 4.1998], [3.5688, -4.5612, 4.0251], [2.0461, -6.1431, 2.9507], [3.2292, -5.3683, 1.7493], [0.0402, 4.8596, -1.0678], [-0.8894, 4.4338, -2.2203], [-0.4619, 3.1394, -2.9009], [-1.4592, 2.5517, -3.8037], [-2.2304, 2.1427, -4.5501], [0.0439, 4.0570, -0.3329], [-0.3859, 5.7269, -0.5622], [1.0300, 5.1404, -1.4245], [-0.8546, 5.2556, -2.9408], [-1.8970, 4.3984, -1.8049], [-0.2785, 2.3930, -2.1192], [0.4854, 3.2405, -3.4297], [7.7293, -2.3330, -1.0452], [6.2326, -2.5975, -1.2628], [5.3219, -1.4410, -0.7694], [5.4480, -1.1426, 0.6513], [5.5464, -0.9064, 1.7715], [7.8602, -1.8315, -0.0846], [8.1200, -1.7041, -1.8439], [8.2984, -3.2611, -1.0420], [5.8850, -3.5155, -0.7905], [6.0823, -2.7113, -2.3363], [4.3065, -1.7667, -0.9997], [5.5632, -0.5552, -1.3576], [-3.5376, -3.2243, -5.6773], [-4.5632, -2.1410, -5.3392], [-3.9296, -0.8217, -4.8915], [-2.9673, -0.9727, -3.7866], [-2.2103, -0.9912, -2.9220], [-3.9219, -3.9464, -6.3975], [-3.0848, -3.7404, -4.8380], [-2.7376, -2.7077, -6.2245], [-5.1518, -2.5007, -4.4882], [-5.2532, -1.9575, -6.1591], [-4.6964, -0.1402, -4.5206], [-3.3859, -0.3381, -5.7042], [-1.3597, -0.4856, 4.8084], [-0.5504, -0.4566, 3.5168], [-0.4479, -1.8781, 2.9036], [-1.6920, -2.2402, 2.2378], [-2.6968, -2.5024, 1.7464], [-1.1341, 0.2236, 5.6054], [-1.2879, -1.4452, 5.3358], [-2.4305, -0.4012, 4.5982], [0.4732, -0.2665, 3.8577], [-0.9092, 0.3010, 2.8281], [-0.3341, -2.5837, 3.7263], [0.3209, -1.9285, 2.1349], [-0.0032, -4.6321, -3.4325], [-0.4581, -3.1869, -3.2097], [0.2742, -2.4825, -2.0542], [1.7398, -2.4418, -2.1318], [2.8875, -2.4447, -2.2021], [-0.3012, -5.0089, -4.4135], [-0.5042, -5.3130, -2.7441], [1.0838, -4.6648, -3.3842], [-1.5297, -3.0951, -3.0599], [-0.1811, -2.5955, -4.0877], [0.0326, -2.9991, -1.1238], [0.0331, -1.4181, -1.9800], [0.5944, 2.9593, 5.5145], [2.0912, 3.2716, 5.3297], [2.3900, 4.3600, 4.2708], [1.6385, 4.1431, 3.0615], [1.0621, 3.9731, 2.0827], [0.5255, 2.2664, 6.3549], [0.2398, 2.4428, 4.6215], [-0.0315, 3.8122, 5.7712], [2.5794, 2.3539, 4.9993], [2.4821, 3.5298, 6.3128], [3.4444, 4.3547, 3.9822], [2.2257, 5.3339, 4.7328]],
  "smiles": "O=S1(=O)CCCC1.c1cc[nH]c1.c1cc[nH]c1.c1cc[nH]c1.CCCC#N.CCCC#N.CCCC#N.CCCC#N.CCCC#N.CCCC#N.CCCC#N",
  "orbital_gap_ev": 8.363,
  "fmax_ev_per_a": 2.853,
  "e_homo_ev": -8.00
}

{
  "formula": "C44H75ClN9O",
  "method": "ωB97M-V with the def2-TZVPD basis set",
  "symbols": ["C", "C", "C", "C", "N", "C", "C", "N", "C", "C", "C", "Cl", "C", "C", "C", "C", "C", "O", "C", "C", "H", "H", "H", "H", "H", "H", "H", "H", "H", "H", "H", "H", "H", "H", "H", "H", "H", "H", "H", "H", "H", "H", "H", "H", "H", "H", "C", "C", "C", "C", "N", "H", "H", "H", "H", "H", "H", "H", "C", "C", "C", "C", "N", "H", "H", "H", "H", "H", "H", "H", "C", "C", "C", "C", "N", "H", "H", "H", "H", "H", "H", "H", "C", "C", "C", "C", "N", "H", "H", "H", "H", "H", "H", "H", "C", "C", "C", "C", "N", "H", "H", "H", "H", "H", "H", "H", "C", "C", "C", "C", "N", "H", "H", "H", "H", "H", "H", "H", "C", "C", "C", "C", "N", "H", "H", "H", "H", "H", "H", "H"],
  "positions_angstrom": [[-3.1625, -0.9841, -4.8680], [-2.6789, -1.2423, -3.6602], [-1.1909, -1.1532, -3.4226], [-0.7845, -0.9441, -1.9992], [-1.2360, -1.8370, -1.1013], [-0.9165, -1.8481, 0.2142], [-1.5482, -2.9610, 0.9905], [-1.1848, -4.2586, 0.4047], [-2.1130, -5.2983, 0.8750], [-0.0403, -0.8780, 0.6759], [0.4654, -0.8290, 2.0857], [0.3311, 0.8074, 2.7555], [1.9276, -1.3949, 2.0957], [2.9801, -0.5700, 2.8271], [0.4014, 0.0876, -0.2258], [0.0473, 0.0808, -1.5566], [0.6188, 1.1568, -2.4596], [-0.2874, 1.7137, -3.3687], [-1.4705, 2.2536, -2.7883], [-1.2522, 3.3637, -1.7701], [-4.1645, -1.2382, -5.1633], [-2.5319, -0.5238, -5.6145], [-3.3398, -1.5378, -2.8581], [-0.7362, -0.4321, -4.0845], [-0.7936, -2.1336, -3.7001], [-1.8377, -2.5849, -1.4308], [-1.3121, -2.9223, 2.0467], [-2.6286, -2.8448, 0.9074], [-0.2763, -4.5047, 0.7805], [-1.6468, -6.2753, 0.8185], [-2.9968, -5.3359, 0.2484], [-2.4195, -5.1481, 1.9106], [-0.1218, -1.4620, 2.7267], [2.2709, -1.5500, 1.0773], [1.9172, -2.3791, 2.5572], [2.7903, -0.5665, 3.8942], [3.0736, 0.4375, 2.4457], [3.9480, -1.0469, 2.6950], [1.0647, 0.8457, 0.1688], [1.4368, 0.7274, -3.0342], [1.0802, 1.9029, -1.8169], [-2.1133, 1.4712, -2.3794], [-2.0242, 2.6721, -3.6207], [-0.4877, 3.1499, -1.0333], [-2.1945, 3.5190, -1.2508], [-1.0474, 4.2921, -2.2884], [4.6004, 1.3967, -4.1587], [5.7322, 0.8445, -3.2989], [5.2350, -0.0948, -2.1934], [4.3271, 0.6046, -1.2824], [3.6310, 1.1871, -0.5746], [3.9091, 2.0027, -3.5695], [4.9969, 2.0317, -4.9493], [4.0341, 0.5893, -4.6293], [6.2852, 1.6709, -2.8506], [6.4334, 0.2948, -3.9269], [6.0783, -0.4769, -1.6179], [4.7072, -0.9468, -2.6258], [8.7059, -4.8677, 0.3460], [8.1370, -3.5830, 0.9342], [7.3316, -2.7731, -0.0902], [8.1694, -2.3751, -1.2251], [8.8423, -2.0767, -2.1090], [9.4094, -4.6584, -0.4610], [9.2415, -5.4283, 1.1104], [7.9133, -5.5081, -0.0486], [8.9476, -2.9731, 1.3258], [7.4855, -3.8268, 1.7760], [6.9293, -1.8714, 0.3747], [6.4929, -3.3592, -0.4722], [-4.8005, 3.1392, 4.8706], [-3.4170, 2.6794, 4.4272], [-3.4329, 1.9595, 3.0731], [-4.2531, 0.7477, 3.1190], [-4.8881, -0.2120, 3.1422], [-5.4755, 2.2932, 5.0133], [-4.7403, 3.6752, 5.8173], [-5.2448, 3.8110, 4.1349], [-2.9925, 2.0183, 5.1860], [-2.7565, 3.5446, 4.3512], [-2.4245, 1.6603, 2.7942], [-3.8245, 2.6139, 2.2913], [14.5082, -4.7642, 2.5835], [13.5420, -5.5738, 3.4407], [12.1549, -5.7168, 2.8021], [11.5284, -4.4091, 2.6009], [11.0419, -3.3767, 2.4567], [14.1574, -3.7407, 2.4457], [15.4876, -4.7136, 3.0578], [14.6341, -5.2171, 1.5984], [13.4428, -5.1033, 4.4203], [13.9508, -6.5717, 3.6056], [11.5011, -6.3148, 3.4376], [12.2298, -6.2148, 1.8341], [-8.3114, -0.1908, -7.6004], [-7.2594, -0.2339, -8.7026], [-5.8473, -0.5070, -8.1701], [-5.4224, 0.5412, -7.2393], [-5.1070, 1.3823, -6.5189], [-8.1176, 0.6195, -6.8961], [-9.3010, -0.0259, -8.0244], [-8.3363, -1.1294, -7.0433], [-7.2636, 0.7116, -9.2468], [-7.5153, -1.0157, -9.4187], [-5.1301, -0.5464, -8.9901], [-5.8154, -1.4663, -7.6503], [-6.3378, 5.8858, -2.5894], [-6.0692, 4.4835, -3.1246], [-6.2687, 3.3942, -2.0644], [-5.3609, 3.5929, -0.9351], [-4.6739, 3.7872, -0.0319], [-5.6465, 6.1478, -1.7873], [-6.2160, 6.6244, -3.3810], [-7.3548, 5.9710, -2.2028], [-5.0505, 4.4307, -3.5134], [-6.7373, 4.2790, -3.9605], [-6.0847, 2.4060, -2.4871], [-7.2924, 3.4119, -1.6879], [-6.6314, 3.1101, 8.9663], [-7.1051, 4.3552, 9.7075], [-7.7746, 5.3802, 8.7844], [-6.8482, 5.8460, 7.7508], [-6.1205, 6.2067, 6.9363], [-5.8724, 3.3551, 8.2220], [-6.1907, 2.3961, 9.6617], [-7.4609, 2.6160, 8.4569], [-6.2578, 4.8219, 10.2126], [-7.8188, 4.0674, 10.4809], [-8.1128, 6.2450, 9.3552], [-8.6447, 4.9413, 8.2943]],
  "orbital_gap_ev": 9.029,
  "charge": 1,
  "fmax_ev_per_a": 1.166,
  "e_homo_ev": -12.35
}